12
Properties=species:S:1:pos:R:3:forces:R:3:nbo_charge:R:1 method="wB97M-V/def2-TZVPD" e_tot_ev=-18136.864 fmax_ev_per_a=3.45 multiplicity=1
C 2.170097 -0.032517 -1.064345 2.1 -1.8 1.1 -0.293
O 1.453040 0.010931 0.196553 1.4 0.7 -0.4 -0.482
C 0.177448 0.065224 0.157589 -2.4 -0.6 -0.5 0.531
S -0.835634 -0.067352 -1.118590 0.0 0.0 -1.3 -0.282
O -0.301591 0.159904 1.357334 -1.6 -0.4 2.7 -0.494
C -1.776211 -0.021270 1.598359 0.6 1.9 0.8 -0.262
H 2.270134 -1.253774 -1.217297 0.0 3.4 -0.4 0.212
H 3.202485 0.449564 -0.690356 -2.2 -1.2 -1.5 0.211
H 1.640600 0.531029 -1.892408 0.7 -0.9 1.1 0.236
H -2.270657 0.909187 1.186813 0.3 -1.5 0.2 0.213
H -1.973512 -0.027918 2.709202 0.9 0.1 -1.1 0.200
H -2.138495 -0.965764 1.220780 0.1 0.1 -0.6 0.211

***

9
Properties=species:S:1:pos:R:3:forces:R:3:nbo_charge:R:1 method="wB97M-V/def2-TZVPD" e_tot_ev=-6697.852 total_charge=+1 fmax_ev_per_a=4.00 multiplicity=1
C -1.448692 -1.247188 0.017706 -0.5 0.9 -0.7 -0.166
C -2.694684 -0.732978 -0.127736 0.7 -1.3 0.4 0.592
C -1.581877 0.990071 0.098249 1.6 -0.9 0.1 0.381
N -0.802710 -0.071999 0.154920 0.3 1.1 0.5 -0.089
O -2.785867 0.574729 -0.078460 -2.4 0.9 -0.3 -0.346
H -0.941073 -2.143202 0.155391 0.1 -1.7 0.0 0.296
H -1.333789 1.997123 0.274665 0.3 1.0 -0.1 0.262
H 1.223482 0.403270 -0.563327 2.4 -0.2 -3.0 -0.062
H 1.834841 0.370640 -1.323768 -2.5 0.1 3.1 0.131

***

49
Properties=species:S:1:pos:R:3:forces:R:3:lowdin_spin:R:1 method="wB97M-V/def2-TZVPD" e_tot_ev=-28725.794 total_charge=+1 fmax_ev_per_a=5.37 multiplicity=2
Y 0.409999 -1.240564 -3.782249 3.0 0.1 4.5 0.000
C -1.260171 0.463416 0.120061 1.2 -1.2 0.0 0.012
C -0.678301 1.846156 0.428671 -0.7 0.7 -0.2 0.019
C -1.657141 2.515066 1.367401 -0.5 0.6 0.8 0.000
C -1.570531 2.062366 2.806611 0.4 -1.2 0.8 0.000
C -0.085031 2.203006 3.306381 -2.3 0.0 -1.6 0.001
C 0.936829 1.416906 2.448531 -1.3 -0.6 0.8 0.021
N 0.724809 1.793796 1.023151 1.6 -1.8 -3.2 0.332
O 1.672709 1.302676 0.133451 -3.0 1.7 2.8 0.591
C 0.798249 -0.105664 2.707361 -0.6 -0.5 0.0 0.013
C 2.237199 1.892796 2.956251 2.5 0.6 -0.4 0.001
C -0.774461 2.741666 -0.839879 1.6 -0.4 -0.2 0.002
H -2.223141 0.442956 -0.390209 -0.1 0.6 -0.1 0.001
H -1.383041 -0.180684 0.990781 -0.1 0.3 0.2 0.000
H -0.524081 -0.090044 -0.462989 0.1 -0.1 -0.3 0.001
H -2.656341 2.308546 0.983941 -0.1 -0.1 -0.1 0.000
H -1.572471 3.597746 1.273961 0.3 0.2 0.3 0.000
H -1.970661 1.050276 2.867351 0.3 -0.4 0.0 0.000
H -2.264861 2.583126 3.466001 0.2 0.5 -0.1 0.000
H 0.063609 1.994526 4.365881 -0.1 0.1 -0.1 0.000
H -0.048481 3.260516 3.044791 1.3 0.3 0.7 0.001
H -0.210371 -0.464854 2.502961 -0.1 0.2 0.1 0.000
H 0.994589 -0.363044 3.748181 -0.1 0.5 0.2 0.002
H 1.429199 -0.817344 2.174881 0.4 0.8 -0.6 0.001
H 2.322349 2.975676 2.865611 0.0 0.1 -0.1 0.000
H 3.089829 1.469916 2.424931 -0.1 0.0 -0.4 -0.001
H 2.475539 1.657306 3.993471 -0.7 -0.2 0.1 0.000
H -0.613001 3.800186 -0.635989 -0.2 0.0 0.4 0.000
H -1.720741 2.621446 -1.367339 -0.1 -0.1 0.2 0.000
H 0.045399 2.520096 -1.523129 0.0 -0.4 -0.2 -0.001
O 0.229639 -2.353724 -1.830029 -1.3 -0.5 -2.6 0.000
H -0.145601 -3.253274 -1.897339 0.4 0.5 -0.3 0.000
O 1.918199 -0.151214 -2.483599 -2.7 -0.9 -3.1 0.000
H 1.510819 0.731586 -2.579719 0.7 0.2 0.7 0.000
O 2.097429 -1.811684 -0.227689 1.0 0.0 0.8 0.004
H 1.979799 -2.347654 0.556611 0.1 -0.1 0.3 0.000
H 1.408489 -2.104684 -0.824139 -0.2 0.2 -0.2 0.000
O -1.013131 -3.476834 0.336321 -0.3 -0.3 0.4 0.000
H -1.722811 -3.932844 -0.116059 -0.3 -0.2 0.1 0.000
H -0.494511 -3.083794 -0.365659 0.3 0.6 0.2 0.000
O -0.515851 -3.308284 -4.431709 -0.5 0.1 -0.4 0.000
H -1.403161 -3.614934 -4.244969 -0.5 -0.1 0.2 0.000
H -0.285841 -3.729174 -5.260079 0.3 -0.4 -0.4 0.000
O 2.027069 -3.207514 -3.943999 -0.2 0.4 -0.4 0.000
H 1.841589 -3.642534 -3.111789 -0.1 0.0 0.7 0.000
H 2.750399 -3.708594 -4.320749 0.4 0.2 -0.3 0.000
O -1.749321 -0.768354 -2.992019 -0.1 0.0 -0.7 0.000
H -1.863011 -1.226624 -2.159379 0.4 -0.3 0.9 0.000
H -2.557681 -0.267854 -3.102819 -0.2 0.5 -0.3 0.000

***

113
Properties=species:S:1:pos:R:3:forces:R:3:lowdin_spin:R:1 method="wB97M-V/def2-TZVPD" e_tot_ev=-131063.135 total_charge=-1 fmax_ev_per_a=2.18 multiplicity=3
Ni -0.071563 -0.586717 0.008129 -0.9 -0.6 -0.7 1.692
C 2.150137 -2.050317 3.975329 -0.1 -0.1 -0.2 0.000
C 2.377237 -3.079617 2.869829 0.2 -0.6 0.9 0.000
C 3.835037 -3.554117 2.877729 -0.3 0.1 -0.2 0.000
C 1.439837 -4.277117 3.060929 0.2 0.3 -0.3 0.000
O 2.091437 -2.553217 1.579629 -0.1 0.9 -0.6 -0.001
P 2.073137 -1.012417 1.155329 1.7 -1.0 0.9 0.002
O 0.995537 -0.229317 1.868029 -0.3 -0.2 -0.3 0.037
O 1.945537 -0.898917 -0.333871 -0.3 0.5 0.0 0.037
O 3.574537 -0.619317 1.635829 -0.8 -0.5 -0.2 0.003
C 4.244037 0.590683 1.333829 0.8 0.9 -0.1 0.000
C 3.733137 1.684483 2.274129 0.1 -0.3 -0.1 0.000
C 4.057037 1.024083 -0.118871 -0.1 -0.2 0.2 0.000
C 5.731537 0.296083 1.572529 -0.5 0.0 0.0 0.000
H 2.200837 -2.519817 4.955829 0.1 -0.1 0.0 0.000
H 1.176437 -1.589817 3.843329 -0.1 0.0 0.1 0.000
H 2.900737 -1.268717 3.911629 0.1 0.1 0.1 0.000
H 4.114637 -3.912517 3.865729 0.0 0.0 0.1 0.000
H 4.481437 -2.729217 2.593029 0.1 0.1 0.0 0.000
H 3.962437 -4.360217 2.160229 0.0 -0.1 -0.1 0.000
H 1.644937 -4.767117 4.008729 0.0 -0.1 0.2 0.000
H 1.582937 -4.991917 2.254129 0.0 -0.1 -0.1 0.000
H 0.405337 -3.947217 3.041729 -0.2 0.0 0.0 0.000
H 2.658237 1.766183 2.144129 -0.2 0.2 0.1 0.000
H 4.220037 2.633583 2.057229 0.0 0.1 0.0 0.000
H 3.931237 1.414883 3.309429 0.0 0.0 0.1 0.000
H 3.010637 1.238083 -0.308571 0.0 0.1 -0.2 0.000
H 4.353737 0.218483 -0.783971 0.0 -0.1 -0.1 0.000
H 4.666437 1.904483 -0.323671 0.0 0.1 0.0 0.000
H 5.888637 -0.014017 2.602429 0.1 -0.1 0.1 0.000
H 6.327137 1.182383 1.368029 0.1 0.1 0.0 0.000
H 6.045537 -0.503617 0.905829 0.1 -0.1 0.0 0.000
C 1.266137 5.866383 1.307329 0.1 0.0 0.2 0.000
C 1.899537 5.305583 0.026129 0.1 -0.1 0.0 0.000
C 1.559237 3.819783 -0.145071 -0.1 0.1 -0.2 0.001
C 0.108337 3.586083 0.259429 0.1 -0.8 -0.1 0.015
C 0.000437 3.746183 1.781329 0.1 0.1 0.1 0.001
C 1.037637 4.742783 2.316029 -0.1 0.2 0.0 0.000
P -0.554763 1.893483 -0.246771 -0.9 1.0 -0.7 0.039
C -0.674463 1.966283 -2.121271 0.2 -0.2 0.4 0.002
C 0.543737 1.240683 -2.708071 -0.3 -0.4 0.0 -0.001
C 0.450437 1.270383 -4.228371 0.2 0.0 0.1 0.000
C 0.651337 2.703383 -4.748371 0.0 -0.1 0.0 0.000
C 0.257437 3.748883 -3.699271 -0.2 0.0 -0.1 0.000
C -0.934263 3.295483 -2.854671 0.0 0.2 0.1 0.001
C -2.364563 2.032083 0.254329 0.5 -0.2 0.1 0.003
C -2.542063 1.516383 1.682529 0.0 -0.3 -0.1 0.000
C -4.010063 1.162883 1.942129 0.0 0.0 0.0 0.000
C -4.964563 2.080983 1.168929 0.0 0.1 0.2 0.000
C -4.340963 3.454283 0.961729 -0.2 -0.1 -0.2 0.000
C -3.109063 3.357183 0.047429 0.1 0.0 0.1 0.001
H 0.305437 6.335783 1.082829 0.0 0.0 0.0 0.000
H 1.903937 6.637283 1.746329 -0.1 0.0 -0.1 0.000
H 2.985437 5.424383 0.058429 0.0 0.0 0.0 0.000
H 1.540937 5.869983 -0.838171 0.0 0.0 -0.1 0.000
H 2.201137 3.215583 0.490329 0.1 -0.1 0.0 0.000
H 1.736037 3.512183 -1.173571 0.1 -0.1 0.0 0.000
H -0.493363 4.349383 -0.240671 -0.1 -0.1 0.0 0.002
H 0.147637 2.770283 2.248629 -0.1 0.0 0.2 0.000
H -0.998363 4.098683 2.044329 -0.1 -0.1 0.0 0.000
H 1.986037 4.237983 2.510429 0.0 0.0 0.1 0.000
H 0.690937 5.159083 3.264329 0.1 -0.1 0.0 0.000
H -1.523463 1.299483 -2.297171 0.0 0.0 0.1 0.000
H 0.540337 0.208683 -2.326271 0.2 0.2 -0.2 -0.001
H 1.483337 1.700083 -2.395771 0.1 0.0 0.1 0.000
H -0.534263 0.899983 -4.517371 -0.1 -0.1 0.0 0.000
H 1.193737 0.606083 -4.671471 -0.1 -0.1 0.0 0.000
H 0.061837 2.845083 -5.657371 0.0 0.0 0.0 0.000
H 1.700737 2.855383 -5.015371 0.0 0.0 -0.1 0.000
H 0.009937 4.689483 -4.198971 0.1 0.0 0.1 0.000
H 1.108037 3.947683 -3.048971 0.1 0.1 0.0 0.000
H -1.790163 3.167783 -3.523871 -0.1 0.0 0.1 0.000
H -1.190863 4.091483 -2.155171 -0.2 0.0 0.0 0.000
H -2.811863 1.260283 -0.375971 0.1 0.0 -0.1 0.000
H -2.211763 2.253883 2.412929 0.1 0.0 0.0 0.000
H -1.918663 0.620283 1.792429 -0.1 0.2 0.3 -0.001
H -4.208263 1.232183 3.016129 0.0 -0.1 -0.1 0.000
H -4.187263 0.134983 1.631529 0.0 -0.1 0.1 0.000
H -5.910963 2.172683 1.707129 0.0 -0.1 -0.1 0.000
H -5.179163 1.648083 0.191529 -0.1 -0.1 -0.1 0.000
H -4.064963 3.868783 1.934029 0.0 0.1 0.0 0.000
H -5.072463 4.134183 0.517829 0.0 0.1 0.1 0.000
H -2.468963 4.211983 0.260429 0.1 0.1 -0.1 0.000
H -3.427963 3.429383 -0.993971 0.0 0.1 -0.1 0.000
C -4.377963 -2.108217 -0.500971 0.6 0.3 -0.4 0.002
Si -2.982863 -1.436017 -1.630071 -1.3 -0.9 -1.2 0.008
C -2.537163 -2.837117 -2.852771 -0.1 0.5 0.5 0.002
C -3.803063 -0.115217 -2.777971 0.3 -0.3 0.5 0.000
O -1.794763 -0.832617 -0.792171 1.2 1.1 0.9 0.060
H -5.173863 -2.550917 -1.088671 -0.2 -0.1 -0.2 0.000
H -4.817163 -1.325217 0.107429 -0.1 0.3 0.1 0.000
H -3.998863 -2.866817 0.175229 0.1 -0.2 0.1 0.000
H -3.345063 -3.039617 -3.550171 -0.3 0.1 -0.1 0.000
H -2.313263 -3.759217 -2.326771 0.1 -0.2 0.1 0.000
H -1.655663 -2.569217 -3.426671 0.2 0.0 -0.1 0.000
H -4.671963 -0.535817 -3.274471 -0.2 -0.2 -0.1 0.000
H -3.109863 0.199983 -3.555471 0.2 0.0 -0.1 0.000
H -4.136563 0.774883 -2.249971 0.0 0.2 0.2 0.000
O -0.601363 -9.804517 -1.134171 0.0 -0.2 0.0 0.000
C -1.379863 -8.821117 -0.590971 -0.4 -0.3 0.2 0.000
O -2.413363 -9.149417 -0.050471 0.4 0.0 -0.2 0.000
C -0.901163 -7.445017 -0.696871 0.1 0.5 0.0 0.000
C 0.257937 -7.059817 -1.392671 -0.3 -0.2 0.2 0.001
C 0.621037 -5.742417 -1.468371 0.1 -0.1 -0.1 0.005
C -0.139063 -4.722117 -0.860171 0.1 0.4 0.0 0.013
S 0.405237 -3.109017 -1.052771 0.2 0.1 0.1 0.072
C -1.286763 -5.112417 -0.145471 0.1 0.1 0.0 0.001
C -1.655563 -6.431617 -0.080571 0.0 -0.5 0.0 0.000
H 0.207637 -9.442917 -1.515971 -0.2 0.1 0.1 0.000
H 0.886637 -7.793317 -1.889271 0.0 0.0 0.0 0.000
H 1.508937 -5.449217 -2.008171 0.1 0.0 0.0 0.001
H -1.878363 -4.346817 0.336429 -0.1 0.0 0.0 0.000
H -2.544063 -6.735017 0.454329 -0.1 0.0 0.0 0.000